C4H4ClFN2 | ωB97M-V/def2-TZVPD

Geometry (Å):
C  0.6628  -1.1981  0.1631
C  -0.5902  -1.0332  0.4022
C  1.4754  0.0052  -0.1994
C  -1.1364  0.3700  0.1825
N  0.9991  1.0831  -0.5625
N  -0.4038  1.0616  -0.7844
F  -0.7651  2.3852  -0.8049
Cl  3.2177  -0.0899  -0.0761
H  1.0927  -2.2596  0.0997
H  -1.2827  -1.7673  0.5063
H  -2.1203  0.4017  -0.1031
H  -1.1493  1.0413  1.1764

Properties
Total energy ... -824.11705 hartree
⟨S²⟩ ... 2.01
Strongest force on any atom ... 12.14 eV/Å
Gap between HOMO and LUMO (spin up / spin down) ... 6.84 / 7.25 eV
2S+1 ... 3

Atomic partial charges in e from the natural (NBO) method, atoms 1 to 4: atom 1 (C): -0.273, atom 2 (C): -0.253, atom 3 (C): 0.137, atom 4 (C): -0.317


CH8NaO7 | ωB97M-V/def2-TZVPD

Geometry (Å):
Na  0.1836  0.3794  -0.0613
C  -1.0221  -1.4796  0.4656
O  -0.7645  -2.0724  1.5097
O  -0.2103  -1.3041  -0.4231
O  -2.1914  -1.1063  0.2493
O  1.4609  0.2707  1.0545
H  2.2095  0.8568  0.9436
H  1.4557  0.0620  1.9886
O  -0.9387  0.8992  -1.2665
H  -1.1286  0.0976  -1.7541
H  -0.7416  1.5493  -1.9409
O  -1.0659  1.0321  0.9246
H  -1.9117  0.8902  1.3497
H  -0.7720  1.8819  1.2526
O  1.6498  -0.3092  -1.5228
H  2.4503  -0.4622  -1.0209
H  1.3370  -1.1853  -1.7487

Properties
Total energy ... -731.72071 hartree
Total charge ... -1
Strongest force on any atom ... 8.31 eV/Å
Gap between HOMO and LUMO ... 3.14 eV
ΔE to the lowest compared entry with this formula, charge and spin ... 624.1 kJ/mol

Atomic partial charges in e from the natural (NBO) method, atoms 1 to 4: atom 1 (Na): 0.869, atom 2 (C): 0.886, atom 3 (O): -0.894, atom 4 (O): -0.983


C39H77F18MnN5O17PS6 | ωB97M-V/def2-TZVPD

Geometry (Å):
Mn  1.8239  -1.1226  -0.4841
O  1.8346  0.1786  3.0925
C  2.0229  -0.2388  1.8639
O  1.7246  0.4899  0.9335
O  2.3973  -1.3470  1.5480
H  1.3543  0.9707  2.8406
C  -1.5924  3.1727  -1.3889
C  -2.1904  3.0656  -2.8732
C  -3.1199  1.9266  -3.2461
C  -3.6030  1.8392  -4.7563
P  -4.0540  0.1709  -5.3899
C  -5.0644  0.5481  -6.9548
C  -5.7808  -0.6860  -7.6340
C  -7.2533  -0.3869  -8.0803
C  -7.8138  -1.4284  -8.9618
C  -2.4897  -0.8368  -5.6716
C  -2.5469  -1.7884  -6.8801
C  -1.4804  -2.9490  -6.9445
C  -1.5082  -3.9366  -5.7617
C  -5.3003  -0.6335  -4.3561
C  -6.6087  0.1121  -4.1614
C  -7.5333  -0.6266  -3.1967
C  -8.7779  0.1829  -2.6448
H  -0.5245  2.9552  -1.4075
H  -1.9400  2.5034  -0.6020
H  -1.6871  4.2021  -1.0434
H  -1.2784  2.9881  -3.4651
H  -2.6440  4.0115  -3.1693
H  -4.0092  1.9747  -2.6177
H  -2.7829  0.9407  -2.9259
H  -3.0555  2.4248  -5.4948
H  -4.5570  2.3660  -4.7786
H  -4.4613  1.0750  -7.6943
H  -5.7830  1.2893  -6.6050
H  -5.7191  -1.5983  -7.0407
H  -5.2007  -1.1134  -8.4519
H  -7.3188  0.5805  -8.5781
H  -7.7943  -0.4057  -7.1342
H  -7.5832  -2.4324  -8.6055
H  -7.4893  -1.3905  -10.0017
H  -8.8795  -1.2170  -9.0495
H  -2.4307  -1.3978  -4.7389
H  -1.6463  -0.1552  -5.7822
H  -2.3825  -1.1358  -7.7375
H  -3.5408  -2.2037  -7.0472
H  -0.5151  -2.4464  -7.0046
H  -1.7221  -3.5169  -7.8430
H  -0.7430  -4.6993  -5.9062
H  -2.4038  -4.5559  -5.7131
H  -1.3539  -3.5019  -4.7741
H  -4.7829  -0.6360  -3.3967
H  -5.5031  -1.6605  -4.6596
H  -7.1276  0.2890  -5.1035
H  -6.2726  1.0482  -3.7155
H  -6.9019  -0.9170  -2.3571
H  -7.8345  -1.5575  -3.6771
H  -8.5778  1.2108  -2.3421
H  -9.0092  -0.3358  -1.7144
H  -9.6148  0.2471  -3.3402
C  6.4391  2.8039  5.8103
C  6.0895  3.8314  4.7081
N  5.2455  3.3678  3.4472
C  6.1207  2.3637  2.6179
C  3.8859  2.6363  3.7947
C  2.8242  3.4031  4.6394
C  4.9101  4.6317  2.6222
C  4.0837  4.3773  1.3339
O  2.6681  4.3568  1.6126
C  1.8271  3.8289  0.5127
H  5.5868  2.1791  6.0773
H  6.5534  3.1917  6.8226
H  7.3342  2.2303  5.5697
H  6.9083  4.4801  4.3969
H  5.4832  4.5800  5.2181
H  6.9297  2.8950  2.1165
H  5.6284  1.7400  1.8718
H  6.5553  1.6176  3.2831
H  4.2087  1.7431  4.3298
H  3.4904  2.3209  2.8292
H  2.2810  4.1164  4.0195
H  3.4069  3.9408  5.3872
H  2.1824  2.6289  5.0599
H  5.8529  5.0521  2.2722
H  4.3018  5.2277  3.3025
H  4.3835  3.4835  0.7869
H  4.3372  5.1579  0.6166
H  2.1323  2.9240  -0.0126
H  1.7233  4.6596  -0.1854
H  0.7755  3.8527  0.7988
C  1.1956  -1.6110  5.8322
C  1.6773  -2.7081  4.8942
N  2.8299  -3.6970  5.3359
C  2.2659  -4.6893  6.3692
C  3.4017  -4.4473  4.0964
C  2.4986  -5.4207  3.3949
C  4.0424  -2.9725  6.0611
C  5.1231  -2.3131  5.1752
O  4.7039  -1.4214  4.2054
C  5.5498  -1.3666  3.0607
H  0.3121  -1.0865  5.4683
H  1.8820  -0.7834  6.0114
H  0.9115  -2.0541  6.7867
H  2.1554  -2.2099  4.0507
H  0.8978  -3.2294  4.3386
H  2.0364  -4.0641  7.2321
H  2.8621  -5.5822  6.5569
H  1.3322  -5.0151  5.9107
H  4.2227  -4.9133  4.6413
H  3.7643  -3.6862  3.4056
H  1.4578  -5.1425  3.2291
H  2.1270  -6.2986  3.9235
H  2.9829  -5.8954  2.5416
H  4.5457  -3.5712  6.8203
H  3.6633  -2.1589  6.6795
H  6.0417  -2.8087  4.8611
H  5.6071  -1.5389  5.7706
H  5.2919  -0.4896  2.4670
H  5.3551  -2.1316  2.3090
H  6.6071  -1.3302  3.3232
C  -2.1061  -2.0589  0.8724
F  -1.2298  -1.9071  1.8799
F  -2.4604  -3.3363  0.8173
F  -3.0782  -1.2329  1.0806
S  -1.2808  -1.3495  -0.7190
O  -2.1871  -1.6178  -1.8247
O  -0.8965  0.0545  -0.5200
N  0.2326  -2.2466  -0.7446
S  -0.0363  -3.5994  -1.5571
O  -1.3739  -4.2265  -1.3144
O  0.2416  -3.5818  -3.0243
C  1.2502  -4.7889  -0.7343
F  2.4697  -4.3594  -0.9149
F  1.0491  -4.8627  0.5234
F  1.0351  -5.9539  -1.3185
C  -4.7510  5.1005  5.2678
F  -4.9651  4.6360  4.0139
F  -4.2221  6.3203  5.1256
F  -5.8580  5.2055  6.0651
S  -3.4145  4.0460  6.2262
O  -2.8350  4.8604  7.2713
O  -4.1600  2.9580  6.8559
N  -2.2890  3.7230  4.9828
S  -2.2873  2.2532  4.7353
O  -1.5415  1.5012  5.7337
O  -3.6357  1.7605  4.3908
C  -1.3818  2.1719  3.0767
F  -1.8472  3.0140  2.1932
F  -0.0605  2.5772  3.2602
F  -1.4501  0.9519  2.5771
C  5.4130  0.0974  -1.0927
F  5.2617  -0.1820  0.2088
F  4.8064  1.2452  -1.3804
F  6.7405  0.0889  -1.4821
S  4.5201  -1.3333  -1.9451
O  5.3637  -1.5431  -3.1349
O  4.3218  -2.4218  -0.9718
N  2.8833  -0.7492  -2.1751
S  2.9169  -0.4327  -3.6699
O  3.7969  0.7023  -4.0286
O  2.9876  -1.6199  -4.5326
C  1.1162  0.1872  -3.9422
F  0.9640  0.4806  -5.2600
F  0.1935  -0.7149  -3.5051
F  0.9209  1.2916  -3.1511

Properties
Total energy ... -8763.58283 hartree
Total charge ... +1
⟨S²⟩ ... 8.75
Strongest force on any atom ... 7.76 eV/Å
Gap between HOMO and LUMO ... 7.63 eV
2S+1 ... 6

Atomic partial charges in e from the Löwdin method, atoms 1 to 4: atom 1 (Mn): 0.927, atom 2 (O): 0.160, atom 3 (C): -0.876, atom 4 (O): -0.017


C2H3Br2OP | ωB97M-V/def2-TZVPD

Geometry (Å):
O  1.6137  0.7596  1.0395
C  1.2063  0.0515  -0.0524
C  -0.0722  -0.4666  -0.2197
P  -1.6239  -0.1903  0.7866
Br  -2.2106  1.6220  -0.3143
Br  -2.9711  -1.7536  -0.1118
H  2.4112  1.1931  0.7171
H  1.9313  0.0176  -0.8133
H  -0.2846  -1.2333  -1.0317

Properties
Total energy ... -5642.63239 hartree
Structure (SMILES) ... O/C=C\P(Br)Br
Strongest force on any atom ... 4.07 eV/Å
Gap between HOMO and LUMO ... 9.15 eV
ΔE to the lowest compared entry with this formula, charge and spin ... 96.1 kJ/mol

Atomic partial charges in e from the natural (NBO) method, atoms 1 to 4: atom 1 (O): -0.653, atom 2 (C): 0.184, atom 3 (C): -0.685, atom 4 (P): 0.684


C18H25N2O4P | ωB97M-V/def2-TZVPD

Geometry (Å):
C  -5.0476  -0.6386  -1.8783
O  -4.7308  -0.5536  -0.5103
C  -3.6116  0.1351  -0.1442
C  -2.7456  0.7767  -1.0220
C  -1.6279  1.4353  -0.5374
C  -1.3496  1.4649  0.8195
C  -0.1342  2.1877  1.3789
O  0.3472  1.5698  2.5535
C  0.9511  2.3161  0.3322
C  1.3265  3.5489  -0.1792
C  2.3101  3.6494  -1.1481
C  2.9348  2.5067  -1.6139
C  2.5831  1.2675  -1.1078
C  1.5954  1.1697  -0.1427
O  1.2352  -0.0363  0.4173
P  1.2216  -1.4626  -0.3631
O  1.1992  -1.3764  -1.8245
N  2.5130  -2.2622  0.3895
C  2.6782  -3.6087  -0.1150
C  3.7714  -1.5809  0.5991
N  -0.0699  -2.2591  0.2954
C  -1.2310  -2.5667  -0.5026
C  -0.2456  -2.3161  1.7262
C  -2.2228  0.8273  1.6944
C  -3.3399  0.1718  1.2244
H  -4.2552  -1.1401  -2.4436
H  -5.2335  0.3499  -2.3103
H  -5.9592  -1.2316  -1.9324
H  -2.9234  0.7686  -2.0855
H  -0.9683  1.9279  -1.2363
H  -0.4411  3.1923  1.7000
H  0.6530  0.6877  2.3044
H  0.8337  4.4380  0.1856
H  2.5861  4.6174  -1.5376
H  3.7008  2.5741  -2.3712
H  3.0529  0.3665  -1.4682
H  3.2065  -4.2098  0.6280
H  1.6923  -4.0361  -0.2896
H  3.2397  -3.6328  -1.0562
H  4.3332  -2.1196  1.3665
H  3.5879  -0.5679  0.9514
H  4.3867  -1.5365  -0.3088
H  -0.9840  -2.3773  -1.5447
H  -1.5000  -3.6208  -0.3809
H  -2.0888  -1.9516  -0.2173
H  -0.5570  -3.3226  2.0187
H  -1.0040  -1.6027  2.0646
H  0.7067  -2.0884  2.1996
H  -2.0154  0.8553  2.7544
H  -4.0210  -0.3256  1.8974

Properties
Total energy ... -1452.80265 hartree
Structure (SMILES) ... COc1ccc([C@@H](O)c2ccccc2OP(=O)(N(C)C)N(C)C)cc1
Strongest force on any atom ... 1.42 eV/Å
Gap between HOMO and LUMO ... 9.17 eV

Atomic partial charges in e from the natural (NBO) method, atoms 1 to 4: atom 1 (C): -0.252, atom 2 (O): -0.497, atom 3 (C): 0.301, atom 4 (C): -0.324


- Which value of total energy does entry 1 give?
  -824.11705 hartree